[1]
Here is a single C6H11N3 molecule at a distorted geometry from OMol25. Energies are from ωB97M-V/def2-TZVPD.

- Orbital gap: 9.805 eV
- Relative energy (zero: lowest compared OMol25 entry of this formula, charge and spin): 51.7 kcal/mol
- E_HOMO: -8.95 eV
- Structure (SMILES): [H]/N=C(\N=C)C(C)(C)N=C

```
! RIJCOSX wB97M-V def2-TZVPD def2/J DEFGRID3
* xyz 0 1
N 1.8736 0.1955 -0.5183
N -0.6933 1.1639 -1.4903
N -1.8416 -0.0641 0.2959
C 1.9355 -0.0127 -1.7461
C -0.6238 0.4118 -0.4940
C 0.5729 -1.1947 1.0471
C -2.7079 -0.8632 -0.1143
C 0.7261 1.3114 1.3602
C 0.5662 0.1680 0.3592
H -3.6075 -1.0259 0.4739
H 1.0819 -0.1814 -2.4123
H -2.6414 -1.3787 -1.0830
H -1.6180 1.2702 -1.9055
H -0.0781 1.2806 2.0915
H -0.1750 -1.2220 1.8363
H 1.6868 1.2045 1.8582
H 0.7028 2.2674 0.8438
H 2.9128 0.0184 -2.2204
H 1.5558 -1.3560 1.4840
H 0.3723 -1.9930 0.3342
*
```

[2]
Here is 2 unconnected molecules or ions with the total composition C6H11N3O at a distorted geometry from OMol25. Energies are from ωB97M-V/def2-TZVPD.

- Orbital gap: 8.364 eV
- Relative energy (zero: lowest compared OMol25 entry of this formula, charge and spin): 36.7 kcal/mol
- E_HOMO: -7.87 eV
- Structure (SMILES): Cc1c[nH]cn1.CC(N)=O

```
! RIJCOSX wB97M-V def2-TZVPD def2/J DEFGRID3
* xyz 0 1
O 1.4623 -0.1350 2.0023
N 0.2635 -1.6158 -2.3780
N 0.4811 -1.2246 -0.2045
N 1.0665 1.4925 3.4612
C 1.1446 1.0503 2.1856
C -1.0309 -1.3992 -1.8788
C 1.2314 -1.4475 -1.3741
C 0.6445 1.9750 1.1002
C -2.1661 -1.3209 -2.8049
C -0.8417 -1.0422 -0.5244
H -0.4015 1.8732 0.9266
H -3.0419 -0.9184 -2.2876
H -2.5413 -2.3339 -3.0606
H -2.0007 -0.6973 -3.7050
H 0.9278 -0.8869 0.6021
H 2.2309 -1.2384 -1.4820
H 0.8318 3.1196 1.3037
H 0.6551 2.3470 3.6117
H -1.6191 -0.5625 0.0838
H 1.4671 1.1279 4.2150
H 1.2365 1.8373 0.2078
*
```

[3]
Here is a molecular structure, C6H11N3O at a distorted geometry from OMol25. Energies are from ωB97M-V/def2-TZVPD.

- Orbital gap: 10.552 eV
- Relative energy (zero: lowest compared OMol25 entry of this formula, charge and spin): 99.5 kcal/mol
- E_HOMO: -9.67 eV

```
! RIJCOSX wB97M-V def2-TZVPD def2/J DEFGRID3
* xyz 0 1
O 0.8919 2.1022 -0.7211
N 2.0710 1.4852 0.9015
N -2.5197 -0.0923 0.5061
N 0.5184 -0.9677 1.2724
C 0.0602 0.1061 0.3992
C -1.3076 0.7103 0.5763
C -2.2301 0.8466 -0.5739
C 0.2562 -1.2756 -0.1305
C 1.4062 -1.6649 -1.0198
C 1.1388 1.0982 0.0783
H 1.7495 2.7352 -0.0838
H 2.2402 0.7689 1.6053
H -1.8914 0.4402 -1.5301
H -0.6669 -1.8243 -0.3424
H -2.8912 1.7124 -0.6413
H 2.3457 -1.2003 -0.6948
H -2.3427 -1.0522 0.2188
H -1.3384 1.4787 1.3549
H 1.5387 -2.7553 -0.9999
H 1.2018 -1.3624 -2.0562
H -0.2307 -1.2887 1.8811
*
```

[4]
Here is 2 unconnected molecules or ions with the total composition C6H11N3O at a distorted geometry from OMol25. Energies are from ωB97M-V/def2-TZVPD.

- Orbital gap: 9.686 eV
- Relative energy (zero: lowest compared OMol25 entry of this formula, charge and spin): 16.0 kcal/mol
- E_HOMO: -8.96 eV
- Structure (SMILES): Cc1c[nH]cn1.CC(N)=O

```
! RIJCOSX wB97M-V def2-TZVPD def2/J DEFGRID3
* xyz 0 1
O 0.2741 0.3379 3.5175
N 0.2168 -0.9911 -2.5838
N 0.5019 0.5316 1.2747
N 0.0754 -2.5833 -1.0548
C 0.7109 -2.1621 -2.2229
C 0.6480 0.9713 2.5488
C -1.6288 0.5540 -1.9211
C -0.9305 -1.7099 -0.8116
C -0.7686 -0.6722 -1.7026
C 1.2778 2.3294 2.7271
H 1.6096 -2.5913 -2.6209
H 0.6965 3.1279 2.2546
H -1.0421 1.4615 -1.8632
H -1.6145 -1.7308 0.0211
H -2.3742 0.5075 -1.1301
H 2.1762 2.5013 2.1142
H 0.3171 -0.4195 1.0452
H -2.0937 0.4429 -2.8981
H 1.4779 2.5872 3.7573
H -0.0863 -3.5677 -0.8781
H 0.5564 1.0756 0.4266
*
```

[5]
Here is a single C6H11N3O molecule at a distorted geometry from OMol25. Energies are from ωB97M-V/def2-TZVPD.

- Orbital gap: 9.213 eV
- Relative energy (zero: lowest compared OMol25 entry of this formula, charge and spin): 76.0 kcal/mol
- E_HOMO: -8.57 eV
- Structure (SMILES): C[C@@]1(C(N)=O)N[C@H]2C[C@]21N

```
! RIJCOSX wB97M-V def2-TZVPD def2/J DEFGRID3
* xyz 0 1
O 1.4940 0.8329 -1.4246
N 2.1513 0.4148 0.5548
N -0.8264 1.4429 1.2612
N -0.7577 -0.7656 -1.4231
C -1.7105 0.2482 -0.9418
C 0.2761 -1.9494 0.5989
C -2.4036 -0.2810 0.2705
C 0.0273 -0.6542 -0.1603
C -1.0342 0.3351 0.4075
C 1.3502 0.0499 -0.4520
H -3.1910 0.3562 0.6748
H -0.8210 1.1794 2.2424
H -2.1060 1.0272 -1.5940
H -2.5696 -1.3561 0.3735
H 0.0249 1.9540 1.0496
H 0.4607 -1.7606 1.6661
H 2.5570 1.3719 0.0592
H -0.1957 -0.3792 -2.1804
H -0.6031 -2.5983 0.5094
H 1.1402 -2.4935 0.1921
H 2.3995 -0.3109 1.2149
*
```

[6]
Here is 2 unconnected molecules or ions with the total composition C6H11N3O3 at a distorted geometry from OMol25. Energies are from ωB97M-V/def2-TZVPD.

- Orbital gap: 8.558 eV
- Relative energy (zero: lowest compared OMol25 entry of this formula, charge and spin): 146.0 kcal/mol
- E_HOMO: -8.22 eV

```
! RIJCOSX wB97M-V def2-TZVPD def2/J DEFGRID3
* xyz 0 1
O -3.9265 1.5755 0.0134
O 3.4437 1.6535 1.2277
O 3.5082 0.5846 -0.6925
N 2.9122 1.4424 0.1655
N 0.2107 0.7232 -0.5712
N -1.0317 -0.9021 -0.0310
C -3.3722 0.2539 0.1752
C -1.0638 1.2705 -0.4106
C -1.4022 -2.2403 0.3926
C 4.6975 0.0170 -0.2869
C 0.2231 -0.6098 -0.2550
C -1.8668 0.2116 -0.0420
H 1.0642 1.1809 -0.6878
H 5.1693 -0.3390 -1.2789
H 4.4751 -0.8243 0.4593
H -0.6269 -2.9410 0.2588
H -3.6892 -0.1815 1.1321
H -3.8463 -0.2904 -0.6884
H -1.4834 2.2204 -0.6365
H -2.0603 -2.8629 -0.1827
H -4.8702 1.5013 0.3557
H 5.3441 0.7335 0.1822
H -1.8088 -2.1772 1.4010
*
```

[7]
Here is a molecular structure, C6H11N3O4V from OMol25. Energies are from ωB97M-V/def2-TZVPD.

- Orbital gap (spin up / spin down): 8.078 / 8.653 eV
- Relative energy (zero: lowest compared OMol25 entry of this formula, charge and spin): 4.3 kcal/mol
- E_HOMO (spin up / spin down): -7.51 / -8.52 eV

```
! RIJCOSX wB97M-V def2-TZVPD def2/J DEFGRID3
* xyz 0 4
V 0.8070 0.5800 -0.7515
O 0.3798 -1.1456 -1.8739
O -1.9471 -0.8782 -0.1341
O 1.6213 2.3740 0.3499
O 2.2905 -0.0990 -2.0785
N 0.5103 1.8071 0.6505
N -1.0831 0.1467 0.2030
N 2.1361 -3.4263 -1.9089
C 1.5861 -1.1223 -2.2888
C -0.5332 2.9685 2.5847
C -2.6588 0.6907 2.0197
C 2.1612 -2.3668 -2.9153
C -0.4379 1.9438 1.5069
C -1.4199 0.8752 1.2139
H -3.1333 -0.2593 1.7951
H -3.3650 1.4956 1.8036
H 2.6755 -4.2220 -2.2220
H 0.2811 3.6815 2.4691
H 1.1870 -3.7378 -1.7474
H -1.4795 3.5101 2.5380
H -0.4547 2.5174 3.5761
H -1.4676 -1.3201 -0.8522
H 3.1890 -2.1613 -3.2037
H 1.5786 -2.5929 -3.8172
H -2.4234 0.7410 3.0832
*
```

[8]
Here is a single C6H11N3OS molecule at a distorted geometry from OMol25. Energies are from ωB97M-V/def2-TZVPD.

- Orbital gap (spin up / spin down): 7.193 / 6.835 eV
- Relative energy (zero: lowest compared OMol25 entry of this formula, charge and spin): 40.9 kcal/mol
- E_HOMO (spin up / spin down): -6.60 / -9.47 eV

```
! RIJCOSX wB97M-V def2-TZVPD def2/J DEFGRID3
* xyz 0 3
S -1.8327 -3.2076 -1.5229
O -0.6574 -1.2904 0.9212
N -0.8179 -1.7111 -2.0099
N -0.5775 -0.5482 -1.3241
N 1.0131 -2.8135 -0.9163
C -0.3443 -0.3984 -0.0730
C -0.5259 1.9906 -0.5772
C -0.3994 1.2402 1.7075
C 0.0945 0.8939 0.3790
C -0.1000 -2.7328 -1.3932
C 1.6877 0.8460 0.3264
H -0.2465 3.0137 -0.4822
H -0.2205 2.2887 1.8164
H 2.1943 1.5581 0.9551
H -0.1942 1.6218 -1.6361
H 2.0012 -0.2060 0.6324
H 1.8710 1.1051 -0.6378
H 0.1871 0.7392 2.6319
H 1.2027 -3.6285 -0.4904
H -1.6367 2.1272 -0.6179
H -1.2820 -1.8969 0.5181
H -1.4166 1.0089 1.7930
*
```

[9]
Here is a gas-phase ion, C6H11N4 (charge +1) at a distorted geometry from OMol25. Energies are from ωB97M-V/def2-TZVPD.

- Orbital gap: 8.331 eV
- Relative energy (zero: lowest compared OMol25 entry of this formula, charge and spin): 29.7 kcal/mol
- E_HOMO: -12.14 eV
- Structure (SMILES): CNc1nccn(C)c1=[NH2+]

```
! RIJCOSX wB97M-V def2-TZVPD def2/J DEFGRID3
* xyz 1 1
N -1.9831 -0.6046 -0.0173
N -0.9605 1.4319 0.4570
N 1.4634 0.2250 0.0903
N 0.5143 -1.9606 -0.0835
C -3.2329 0.0549 -0.4373
C 2.8028 -0.3000 -0.2163
C -0.8711 0.1651 0.2776
C 0.4368 -0.6164 0.2083
C 1.3740 1.5935 0.3127
C 0.0919 2.1086 0.6006
H 1.3180 -2.5174 0.0395
H 2.7989 -1.2690 -0.7661
H -0.3341 -2.4828 -0.0719
H -0.0888 3.0940 1.0068
H -3.4695 -0.3345 -1.5104
H 2.3209 2.0866 0.2356
H -1.7644 -1.6646 0.0499
H 3.3965 -0.2686 0.6822
H 3.3555 0.4417 -0.8542
H -3.2038 1.1021 -0.3605
H -3.9648 -0.2848 0.3571
*
```

[10]
Here is 2 unconnected molecules or ions with the total composition C6H11N5O3 at a distorted geometry from OMol25. Energies are from ωB97M-V/def2-TZVPD.

- Orbital gap: 3.374 eV
- Relative energy (zero: lowest compared OMol25 entry of this formula, charge and spin): 0.0 kcal/mol
- E_HOMO: -12.88 eV

```
! RIJCOSX wB97M-V def2-TZVPD def2/J DEFGRID3
* xyz 2 1
O -9.5922 0.5277 1.0398
O 3.3265 2.1371 1.6048
O -10.1641 -0.6019 -0.7991
N 1.1877 -2.7151 1.4213
N -9.8872 -0.0365 0.1223
N 3.2574 -2.5886 0.4183
N 2.4187 2.1340 0.8790
N 1.8214 -0.8394 0.2058
C 0.8700 -0.2439 -0.4525
C 1.5278 2.1967 0.0072
C 2.0594 -2.0577 0.6477
C -0.1476 -1.0277 -1.2339
C 1.2075 3.6240 -0.4156
C 0.7634 1.1506 -0.5695
H 3.9180 -2.1052 -0.1676
H 0.3003 -2.3055 1.6598
H 1.4618 -3.5486 1.9168
H 1.4339 3.7263 -1.4758
H 1.7902 4.3558 0.1378
H -0.1217 -0.7411 -2.2832
H -1.1473 -0.8105 -0.8607
H 0.0361 -2.0960 -1.1604
H 3.5453 -3.4579 0.8367
H 0.1496 3.8181 -0.2514
H -0.0150 1.5055 -1.2276
*
```

[11]
Here is a single C6H11NO molecule at a distorted geometry from OMol25. Energies are from ωB97M-V/def2-TZVPD.

- Orbital gap: 10.363 eV
- Relative energy (zero: lowest compared OMol25 entry of this formula, charge and spin): 26.7 kcal/mol
- E_HOMO: -9.50 eV
- Structure (SMILES): C=CCCNC(C)=O

```
! RIJCOSX wB97M-V def2-TZVPD def2/J DEFGRID3
* xyz 0 1
O 0.9560 -1.5185 3.0036
N 0.0406 -0.4006 1.2825
C 0.0598 0.4885 0.1139
C -0.5609 -0.2201 -1.1181
C 1.1046 -0.8206 2.0093
C 2.4820 -0.4300 1.5842
C -2.3565 1.0814 -2.3440
C -1.9357 0.2821 -1.3814
H -1.7225 1.6078 -3.0379
H -0.8640 -0.8147 1.4393
H 0.1527 -0.1355 -1.9788
H -0.4552 1.4218 0.3220
H -3.4268 1.2519 -2.4743
H -0.4419 -1.3019 -1.0139
H 1.0903 0.7830 -0.1248
H 2.7750 -0.9341 0.6250
H 3.1485 -0.8149 2.3628
H 2.5780 0.6374 1.4036
H -2.6242 -0.1631 -0.6729
*
```

[12]
Here is a single C6H11NO molecule at a distorted geometry from OMol25. Energies are from ωB97M-V/def2-TZVPD.

- Orbital gap: 9.245 eV
- Relative energy (zero: lowest compared OMol25 entry of this formula, charge and spin): 139.8 kcal/mol
- E_HOMO: -8.46 eV
- Structure (SMILES): N[C@@H]1CC[C@@H]2[C@@H](O)[C@H]21

```
! RIJCOSX wB97M-V def2-TZVPD def2/J DEFGRID3
* xyz 0 1
O 0.1034 3.0607 0.3773
N -0.6922 -1.5073 1.8517
C -0.4641 -1.3935 -0.6273
C 0.7538 1.8187 0.0342
C 0.0253 0.8460 -0.8324
C 0.1955 -0.3275 -1.6860
C 0.5816 0.4478 0.5340
C -0.5410 -0.6173 0.6027
H -0.4286 -0.2604 -2.7541
H -1.3637 -0.0260 0.6579
H -0.0684 -2.4838 1.7699
H 0.0607 3.0037 1.4032
H 1.1290 -0.7687 -2.1217
H -1.4050 -1.9783 -1.0523
H -0.5075 -0.8355 2.6879
H 1.8396 2.0899 -0.2349
H 0.3561 -2.1162 -0.4152
H -1.0444 1.1302 -0.7101
H 1.4700 -0.0825 0.5152
*
```